ORCA calculation (the ωB97M-V functional and the def2-TZVPD basis) on one molecule with the formula C4H5NO2.

Each line ends with the Mulliken charge.
Atoms and positions in Å:
O  -0.380  0.855  1.289  -0.350
C  -0.696  -0.470  1.138  -0.339
C  -0.143  -1.254  0.211  -0.138
C  0.016  -0.212  -1.632  -0.312
N  0.749  -0.524  -0.644  -0.463
C  0.774  1.394  0.725  0.253
O  0.708  2.337  -0.008  -0.480
H  -1.490  -0.773  1.807  0.409
H  -0.511  -2.243  -0.029  0.454
H  0.013  0.811  -1.994  0.293
H  -0.740  -0.906  -2.015  0.334
H  1.699  0.985  1.153  0.339

As for the spin multiplicity: 1. For the LUMO energy, the calculation gives 0.0089 Ha. Its total energy is -360.5450 hartree. Its HOMO energy is -9.1 eV. The calculation puts the relative energy (zero: lowest compared OMol25 entry of this formula, charge and spin) at 78.1 kcal per mole. The calculation puts the HOMO-LUMO gap at 9.381 eV. As for the SMILES: C=N/C=C\OC=O.